No. 1
Entry from the OMol25 dataset: a structure of composition C3H2FNOS at a distorted geometry (ωB97M-V/def2-TZVPD).

```
9
Properties=species:S:1:pos:R:3:nbo_charge:R:1
H 2.027 -1.719 -0.056 0.21
C 1.183 -1.111 0.368 0.35
S -0.324 1.891 -1.473 0.04
O 1.148 -0.178 -0.623 -0.43
C -0.173 0.427 -0.462 -0.06
C -0.701 -0.338 0.598 0.45
N 0.223 -1.230 1.282 -0.45
H -1.471 2.509 -0.662 0.18
F -1.911 -0.251 1.028 -0.28
```

The calculation puts the lowest unoccupied orbital energy at 0.33 eV. Its multiplicity is 1. For the molar mass, the calculation gives 119.12 g/mol. The value obtained for the energy relative to the best compared isomer or geometry (same formula, charge and spin) is 166.21 kJ/mol. For the HOMO energy, the calculation gives -0.31867 hartree. Its calculated total energy is -743.47594 a.u. The calculation puts the frontier orbital gap at 9.00 eV.



No. 2
Entry from the OMol25 dataset: an isolated molecule of C3H2FNOS2 at a distorted geometry (ωB97M-V/def2-TZVPD).

```
10
Properties=species:S:1:pos:R:3:nbo_charge:R:1
F -1.434 -0.430 -1.820 -0.29
C 0.708 0.154 -0.731 -0.13
H -1.684 -0.291 2.721 0.17
H 1.433 -0.364 -2.789 0.12
S 2.147 0.062 -1.766 0.08
N 1.014 0.485 0.572 -0.48
O -1.094 -0.076 0.478 -0.42
C -0.587 -0.217 -0.785 0.54
C -0.085 0.285 1.223 0.33
S -0.418 0.393 2.896 0.07
```

The calculation puts the lowest unoccupied orbital energy at 0.49 eV. Its multiplicity is 1. For the molar mass, the calculation gives 151.19 g/mol. The value obtained for the energy relative to the best compared isomer or geometry (same formula, charge and spin) is 79.05 kJ/mol. For the HOMO energy, the calculation gives -0.31469 hartree. Its calculated total energy is -1141.70558 a.u. As for the SMILES: Fc1oc(S)nc1S. The calculation puts the frontier orbital gap at 9.05 eV.



No. 3
Entry from the OMol25 dataset: a structure of composition C3H2FO2Pd at a distorted geometry (ωB97M-V/def2-TZVPD).

```
9
Properties=species:S:1:pos:R:3:nbo_charge:R:1
O 0.595 1.026 0.494 -0.53
Pd 2.992 0.385 -0.431 0.03
C 1.404 0.181 -0.007 0.50
F -1.522 1.171 -0.867 -0.33
O 0.758 -0.839 -0.579 -0.50
H -0.796 -1.769 0.446 0.19
H -1.725 0.462 1.030 0.20
C -1.089 0.321 0.154 0.29
C -0.617 -0.938 -0.239 0.14
```

The calculation puts the lowest unoccupied orbital energy (alpha / beta) at 0.09 / -2.31 eV. Its multiplicity is 4. For the molar mass, the calculation gives 195.46 g/mol. The value obtained for the energy relative to the best compared isomer or geometry (same formula, charge and spin) is 18.49 kJ/mol. For the HOMO energy (alpha / beta), the calculation gives -0.18492 / -0.38420 hartree. Its calculated total energy is -493.43184 a.u. The calculation puts the frontier orbital gap (alpha / beta) at 5.12 / 8.14 eV.